Entry from the OMol25 dataset: a gas-phase ion, C4H6N3 (charge +1) (the ωB97M-V functional and the def2-TZVPD basis).

Bonds (Å) are listed after each position.
Cartesian coordinates (Å):
1 C 0.259 0.516 0.160  C2 1.509, C4 1.524, N5 1.478, H8 1.174
2 C 1.725 0.220 0.356  C1 1.509, N6 1.270, H13 1.112
3 C -1.866 -0.370 -0.685  C4 1.298, H9 1.130, H10 1.075
4 C -0.750 -0.604 -0.063  C1 1.524, C3 1.298, H12 1.078
5 N 0.321 1.527 -0.916  C1 1.478, N7 1.235
6 N 2.411 0.962 -0.413  C2 1.270, N7 1.462, H11 1.078
7 N 1.494 1.760 -1.227  N5 1.235, N6 1.462
8 H -0.279 1.057 1.053  C1 1.174
9 H -2.274 0.570 -1.160  C3 1.130
10 H -2.705 -0.999 -0.921  C3 1.075
11 H 3.468 1.084 -0.581  N6 1.078
12 H -0.474 -1.540 0.393  C4 1.078
13 H 2.089 -0.518 1.104  C2 1.112

Charge: +1
LUMO energy: -5.929 eV
2S+1: 1

Atom charges from the Mulliken analysis, given in e for atoms 1 to 4: 0.41 -0.16 -0.73 -0.34


Entry from the OMol25 dataset: 2 unconnected molecules or ions with the total composition C4H6N3O (the ωB97M-V functional and the def2-TZVPD basis).

Bonds (Å) are listed after each position.
Cartesian coordinates (Å):
1 C 1.137 -0.769 0.180  C2 1.412, C3 1.391, H9 1.153
2 C 2.477 -0.528 -0.195  C1 1.412, N5 1.303, H10 1.059
3 C 0.442 0.435 0.162  C1 1.391, N6 1.380
4 C -2.185 -0.591 0.187  N7 1.524, H11 1.063, H12 1.023, H13 1.201
5 N 2.670 0.730 -0.473  C2 1.303, N6 1.429
6 N 1.424 1.352 -0.154  C3 1.380, N5 1.429, H14 0.990
7 N -1.707 0.848 0.341  C4 1.524, O8 1.280
8 O -2.047 1.602 -0.635  N7 1.280
9 H 0.580 -1.721 0.513  C1 1.153
10 H 3.277 -1.222 -0.177  C2 1.059
11 H -2.207 -0.925 -0.822  C4 1.063
12 H -1.879 -1.165 0.978  C4 1.023
13 H -3.354 -0.380 0.366  C4 1.201
14 H 1.372 2.334 -0.270  N6 0.990

Charge: -1
LUMO energy (spin up / spin down): 4.321 / 4.321 eV
2S+1: 1

Atom charges from the Mulliken analysis, given in e for atoms 1 to 4: -0.08 -0.47 -0.10 -0.90


Entry from the OMol25 dataset: a gas-phase ion, C4H6N3O (charge +1) (the ωB97M-V functional and the def2-TZVPD basis).

Bonds (Å) are listed after each position.
Cartesian coordinates (Å):
1 C -0.528 -1.281 -0.578  N5 1.280, N7 1.379, H9 1.056
2 C -0.165 0.866 0.173  N6 1.359, N7 1.591, O8 1.166
3 C -2.385 0.234 -0.749  N7 1.229, H10 1.207, H11 1.072
4 C 2.253 0.186 0.806  N6 1.489, H12 1.095, H13 1.085, H14 1.186
5 N 0.612 -1.267 0.004  C1 1.280, N6 1.317
6 N 0.866 -0.010 0.302  C2 1.359, C4 1.489, N5 1.317
7 N -1.269 -0.134 -0.386  C1 1.379, C2 1.591, C3 1.229
8 O -0.338 2.006 0.346  C2 1.166
9 H -0.899 -2.135 -1.075  C1 1.056
10 H -2.814 1.353 -0.609  C3 1.207
11 H -3.057 -0.502 -1.143  C3 1.072
12 H 2.651 -0.789 1.107  C4 1.095
13 H 2.846 0.626 0.011  C4 1.085
14 H 2.229 0.847 1.790  C4 1.186

Charge: +1
LUMO energy: -6.332 eV
2S+1: 1

Atom charges from the Mulliken analysis, given in e for atoms 1 to 4: -0.23 0.42 -0.05 -0.74


Let's list max |F| in order: 3.75 5.81 5.30 eV Å⁻¹.